The following is a DFT calculation (ωB97M-V with the def2-TZVPD basis set) of C46H53Ge2MnN3OP2 as an isolated structure at a distorted geometry.

As for the expectation value of S²: 6.469. The calculation puts the HOMO-LUMO gap (spin up / spin down) at 4.97 / 5.55 eV. As for the HOMO energy (spin up / spin down): -15.5 / -15.5 eV.

Structure (ORCA input):
```
! wB97M-V def2-TZVPD RIJCOSX def2/J DEFGRID3
* xyz 3 5
Ge 2.609 0.187 -0.523
Ge 0.307 2.273 -0.489
Mn -0.015 -0.318 -0.589
P -2.459 -0.507 0.088
P -0.273 -0.693 1.874
O 1.173 -6.845 -2.384
N -1.945 -0.722 1.687
N 0.446 -6.421 -4.494
N -0.041 -2.220 -1.569
C 0.508 1.768 5.642
C -0.318 -4.591 -1.511
C -4.786 -4.118 -1.446
C 3.254 -0.994 -1.956
C 1.309 -4.830 2.965
C 0.302 -4.720 -2.748
C 1.413 5.364 -1.486
C -0.821 3.014 0.884
C -3.318 -1.972 -0.483
C -0.482 -3.338 -0.967
C 0.047 0.320 3.313
C 0.374 -2.315 2.265
C -5.094 2.398 1.242
C -4.299 1.148 -1.111
C -5.676 2.750 0.033
C -5.280 2.124 -1.142
C -0.316 2.553 -3.231
C 3.595 4.922 -0.571
C 1.218 0.114 4.054
C 4.480 0.777 1.603
C 0.232 -4.279 3.652
C 1.451 0.847 5.204
C 4.763 -0.706 -2.033
C -4.070 -3.320 -2.328
C -1.042 4.529 0.746
C 0.502 -2.348 -2.791
C -0.547 1.466 -2.164
C 1.924 -4.129 1.939
C 0.684 -3.565 -3.418
C -4.101 1.429 1.277
C 2.965 2.040 -0.973
C 1.454 -2.872 1.587
C -4.772 -3.846 -0.085
C 2.343 4.454 -0.982
C -3.694 0.802 0.100
C -4.048 -2.769 0.398
C -3.328 -2.253 -1.848
C -0.231 -3.020 3.313
C 0.670 -6.115 -3.207
C 1.729 6.707 -1.608
C -0.904 1.233 3.776
C 2.984 7.156 -1.213
C 3.913 6.264 -0.689
C 3.449 -0.271 1.181
C -0.673 1.951 4.937
C 2.045 3.006 -0.878
H -0.925 3.431 -3.024
H -1.048 -2.588 3.878
H -1.614 4.781 -0.146
H 4.882 6.617 -0.368
H 3.904 -1.254 1.040
H -0.632 2.157 -4.196
H -1.618 4.865 1.608
H -6.453 3.500 0.007
H 3.991 2.311 -1.213
H -5.750 2.385 -2.079
H 4.033 1.765 1.711
H 1.005 7.400 -2.009
H -2.554 -1.032 2.442
H 0.727 2.853 -3.309
H -1.772 2.482 0.887
H -0.634 -5.468 -0.965
H -0.969 -3.220 -0.008
H 0.691 -7.347 -4.816
H 1.154 -3.601 -4.390
H 0.431 5.038 -1.799
H 0.683 2.326 6.550
H -5.336 -4.465 0.597
H -0.051 0.545 -2.545
H -1.417 2.645 5.299
H 5.233 -1.422 -2.708
H -1.827 1.383 3.233
H 2.769 -0.776 -2.906
H 4.967 0.288 -2.424
H 4.316 4.241 -0.140
H -4.034 0.638 -2.032
H -2.758 -1.646 -2.544
H 4.920 0.510 2.563
H 0.812 -1.430 -3.280
H -5.362 -4.951 -1.820
H -0.072 -5.820 -5.110
H -5.418 2.868 2.159
H -3.666 1.156 2.229
H 2.761 -4.563 1.410
H -4.069 -2.563 1.460
H -1.607 1.254 -2.029
H 2.352 0.680 5.775
H 5.259 -0.810 -1.071
H 1.935 -2.340 0.768
H 2.701 -0.393 1.957
H 5.296 0.855 0.886
H -0.316 2.792 1.829
H -0.232 -4.827 4.459
H -4.089 -3.530 -3.388
H 1.670 -5.811 3.240
H 3.235 8.203 -1.304
H -0.108 5.087 0.728
H 1.925 -0.654 3.773
H 3.069 -2.042 -1.713
*
```

The following is a DFT calculation (ωB97M-V with the def2-TZVPD basis set) of a 5-piece molecular cluster, C7H11Cl13 overall at a distorted geometry.

The calculation puts the HOMO-LUMO gap at 11.01 eV. The SMILES is ClC(Cl)Cl.ClC(Cl)Cl.ClC(Cl)Cl.ClCCCl.ClCCCl. As for the HOMO energy: -10.7 eV.

Structure (ORCA input):
```
! wB97M-V def2-TZVPD RIJCOSX def2/J DEFGRID3
* xyz 0 1
Cl -2.589 0.106 -4.601
Cl -3.230 5.916 0.558
Cl 1.827 -2.197 10.325
Cl 3.448 0.129 10.778
Cl -2.945 -2.423 -6.999
Cl 1.491 -1.465 1.237
Cl 4.350 -2.621 -5.959
Cl -5.161 3.935 1.531
Cl -3.212 5.135 3.393
Cl -1.048 -2.362 3.515
Cl 3.799 -1.604 8.362
Cl 6.668 -2.977 -4.321
Cl 6.187 -0.362 -5.556
C -4.165 5.393 1.932
C -1.110 -1.099 2.255
C 3.408 -1.529 10.106
C -3.013 0.223 -6.339
C 0.286 -0.386 2.157
C 5.442 -1.843 -4.804
C -2.229 -0.778 -7.180
H -1.895 -0.459 2.658
H -2.156 -0.465 -8.221
H -1.206 -0.853 -6.810
H -4.865 6.180 2.214
H -4.090 0.121 -6.478
H 0.302 0.567 1.629
H -1.383 -1.611 1.332
H 4.136 -2.118 10.663
H 0.761 -0.187 3.117
H -2.733 1.239 -6.617
H 4.923 -1.607 -3.875
*
```

The following is a DFT calculation (ωB97M-V with the def2-TZVPD basis set) of C16H19Br27N2OS as an isolated structure.

The calculation puts the HOMO-LUMO gap at 9.87 eV. As for the HOMO energy: -10.2 eV.

Structure (ORCA input):
```
! wB97M-V def2-TZVPD RIJCOSX def2/J DEFGRID3
* xyz 0 1
Br -7.085 -3.594 5.005
Br 0.647 0.724 5.855
Br 3.653 -5.179 -0.015
Br -1.327 5.755 -0.512
Br -9.785 -1.970 4.631
Br 10.530 -3.286 -0.593
Br 5.674 4.314 -8.016
Br 9.160 -2.020 1.981
Br 0.779 -8.625 1.843
Br 6.548 -3.957 -0.523
Br -3.930 4.427 -1.779
Br 2.748 1.050 -1.223
Br 0.331 -0.583 -2.423
Br 1.971 -1.767 0.028
Br -8.020 -1.537 7.246
Br 0.012 -1.730 3.933
Br 1.646 4.445 -2.717
Br 5.385 7.485 -7.819
Br -1.706 5.688 -3.664
Br 5.534 -4.467 2.451
Br 3.521 5.667 -4.996
Br 2.983 2.533 -4.852
Br 1.904 -6.235 3.619
Br -2.237 0.451 4.531
Br 9.484 -0.284 -0.666
Br 8.263 6.161 -8.111
Br 3.910 -8.326 2.310
S -7.517 -0.214 0.290
O -3.742 -1.257 0.604
N -5.475 0.204 3.362
N -5.598 2.115 -2.192
C 3.177 4.164 -3.850
C 10.236 -1.680 0.424
C 6.396 6.016 -8.547
C -4.887 0.832 -0.023
C 5.027 -4.012 0.651
C -5.277 1.543 -1.246
C -8.009 -1.944 5.367
C -2.592 5.798 -1.964
C 2.160 -8.059 3.058
C -6.131 0.775 0.906
C -5.737 0.413 2.264
C -0.352 0.120 4.326
C -1.632 0.028 0.422
C 2.052 -0.704 -1.576
C -4.334 -0.539 -0.440
C -2.700 -0.589 1.303
H 2.724 -1.197 -2.263
H -3.675 -0.398 -1.302
H -7.463 -1.154 4.870
H -3.093 0.139 2.010
H -3.099 6.750 -1.921
H -0.735 0.249 1.000
H -5.167 -1.143 -0.799
H 2.087 -8.678 3.939
H 6.313 6.076 -9.622
H -7.199 -1.418 0.783
H -1.948 0.963 -0.046
H 4.610 -3.015 0.679
H 11.200 -1.336 0.767
H -1.340 -0.632 -0.395
H -4.145 1.468 0.463
H 4.036 4.047 -3.206
H -2.219 -1.353 1.912
H -6.532 1.786 0.987
H -0.014 0.698 3.478
*
```

The following is a DFT calculation (ωB97M-V with the def2-TZVPD basis set) of a 3-piece molecular cluster, C5H15NO2 overall at a distorted geometry.

As for the expectation value of S²: 0.755. The calculation puts the HOMO-LUMO gap (spin up / spin down) at 8.11 / 7.88 eV. As for the HOMO energy (spin up / spin down): -4.0 / -4.1 eV.

Structure (ORCA input):
```
! wB97M-V def2-TZVPD RIJCOSX def2/J DEFGRID3
* xyz -1 2
O -1.127 -2.999 -1.351
O 0.424 -1.213 -0.783
N 0.045 1.071 1.197
C -0.256 -0.052 -1.037
C 0.691 1.024 -1.657
C 0.839 0.136 1.954
C -1.775 -0.671 0.851
C -0.918 0.497 0.320
H 1.482 -0.367 1.213
H 2.938 2.602 0.928
H 3.046 3.294 0.673
H 0.247 1.502 -2.535
H -0.931 -3.368 -2.217
H 0.930 1.793 -0.921
H 1.357 0.665 2.754
H -1.131 -0.123 -1.693
H -2.367 -1.099 0.045
H 1.620 0.532 -1.941
H -2.451 -0.318 1.640
H 0.309 -0.709 2.408
H -1.155 -1.459 1.263
H -0.230 -2.053 -1.132
H -1.589 1.313 0.021
*
```

The following is a DFT calculation (ωB97M-V with the def2-TZVPD basis set) of C39H34InN3O2P2S2Se as an isolated structure at a distorted geometry.

The calculation puts the HOMO-LUMO gap at 7.03 eV. As for the HOMO energy: -7.8 eV.

Structure (ORCA input):
```
! wB97M-V def2-TZVPD RIJCOSX def2/J DEFGRID3
* xyz 0 1
In -0.418 2.174 -0.415
Se -0.571 4.686 0.418
S -1.135 2.309 -2.801
S 2.013 2.180 -1.131
P 1.262 0.003 1.679
P 0.500 -1.263 -0.960
O -0.677 -0.377 -0.825
O 0.022 0.807 1.508
N 0.444 2.289 -6.033
N 0.100 4.495 3.277
N 3.836 1.975 -4.190
C 0.133 -1.114 -3.640
C -0.164 4.532 2.156
C -0.330 -1.864 2.937
C 2.246 2.255 2.843
C -4.019 2.681 -1.168
C -3.486 1.031 1.006
C 1.902 -0.820 0.154
C 3.213 3.160 3.243
C 1.100 -3.979 -0.657
C -3.864 0.466 -0.204
C 0.966 -1.389 2.800
C -4.106 1.300 -1.290
C 0.791 -5.285 -0.325
C -3.711 3.226 0.074
C -3.422 2.413 1.166
C -0.574 -2.965 3.737
C 1.119 -1.243 -2.666
C -1.449 -4.625 0.231
C 2.794 -1.294 -4.378
C 4.921 1.635 2.521
C -4.112 -1.010 -0.318
C 2.614 1.052 2.257
C -1.142 -3.315 -0.093
C 0.470 -3.588 4.400
C 1.813 -1.159 -5.346
C 0.466 2.252 -3.478
C 0.132 -2.988 -0.529
C 1.761 -3.101 4.276
C 2.453 -1.343 -3.037
C 0.480 -1.072 -4.977
C 1.677 2.188 -2.844
C 2.014 -2.003 3.474
C 2.850 2.083 -3.613
C -4.298 3.578 -2.338
C 0.467 2.263 -4.885
C 4.552 2.849 3.080
C -3.148 3.004 2.516
C -0.481 -5.609 0.124
C 3.958 0.735 2.103
H -0.281 -0.952 -5.732
H -3.292 0.394 1.861
H -3.717 4.303 0.198
H -2.633 3.960 2.432
H 2.570 -3.577 4.808
H 2.912 4.106 3.666
H -5.343 3.890 -2.341
H 3.017 -1.609 3.383
H 5.967 1.401 2.391
H 2.447 -1.719 0.446
H -0.714 -6.630 0.388
H 1.537 -6.059 -0.422
H 0.281 -4.453 5.018
H -2.442 -4.885 0.560
H 2.086 -1.111 -6.389
H 5.313 3.552 3.385
H -5.177 -1.187 -0.485
H -1.880 -2.533 -0.019
H -4.381 0.867 -2.242
H 2.084 -3.727 -1.030
H 2.578 -0.131 -0.361
H 3.224 -1.436 -2.285
H -3.680 4.473 -2.288
H -0.900 -1.023 -3.331
H 3.832 -1.341 -4.670
H -3.569 -1.440 -1.159
H 4.250 -0.201 1.647
H -4.091 3.065 -3.274
H -4.087 3.183 3.043
H -3.824 -1.521 0.599
H 1.200 2.493 2.971
H -1.131 -1.355 2.423
H -1.577 -3.343 3.852
H -2.540 2.330 3.117
*
```

The following is a DFT calculation (ωB97M-V with the def2-TZVPD basis set) of an isolated molecule of C5H7Cl at a distorted geometry.

The calculation puts the HOMO-LUMO gap at 9.56 eV. The SMILES is C=C/C(Cl)=C\C. As for the HOMO energy: -8.8 eV.

Structure (ORCA input):
```
! wB97M-V def2-TZVPD RIJCOSX def2/J DEFGRID3
* xyz 0 1
Cl 1.738 -0.339 -0.853
C 0.166 -0.072 -0.157
C -1.600 1.794 0.087
C -0.188 -0.947 0.993
C -1.380 -1.336 1.421
C -0.469 1.032 -0.588
H -2.289 -1.075 0.942
H -1.627 1.433 1.135
H -1.483 -1.979 2.304
H -0.064 1.478 -1.514
H 0.735 -1.306 1.409
H -2.538 1.522 -0.369
H -1.451 2.878 0.062
*
```

The following is a DFT calculation (ωB97M-V with the def2-TZVPD basis set) of an isolated molecule of C25H33N3O4.

The calculation puts the HOMO-LUMO gap at 8.82 eV. The SMILES is CC(C)c1ccc(NC(=O)[C@@H]2[C@H]3C(=O)N(CCCN4CCOCC4)C[C@]34C=C[C@H]2O4)cc1. As for the HOMO energy: -8.2 eV.

Structure (ORCA input):
```
! wB97M-V def2-TZVPD RIJCOSX def2/J DEFGRID3
* xyz 0 1
O 0.629 -2.210 -0.695
O 4.258 -1.415 0.823
O 3.348 2.035 -1.454
O -4.342 -2.254 5.199
N 1.536 -2.640 1.363
N 1.477 0.867 -2.080
N -2.024 -2.665 3.600
C -0.962 4.828 -6.500
C 1.191 3.072 -3.119
C 2.677 1.027 -1.464
C 4.425 -0.251 0.030
C 0.934 -3.931 1.583
C 3.073 -0.257 -0.753
C 2.442 -2.048 2.332
C -0.829 3.528 -4.368
C 4.374 0.851 1.068
C -3.514 -3.376 5.387
C 0.409 3.922 -3.876
C -2.901 -1.524 3.389
C 3.120 -0.950 1.539
C 2.118 -0.623 0.390
C -0.499 1.379 -3.321
C 0.740 1.787 -2.835
C -3.591 -1.171 4.706
C -2.815 -3.783 4.089
C 3.589 0.397 2.039
C -1.263 -2.993 2.407
C 1.331 -1.910 0.250
C -2.047 5.715 -4.408
C -1.678 4.458 -5.199
C -1.269 2.242 -4.076
C -0.088 -3.919 2.722
H -4.294 -0.348 4.564
H -2.751 -3.152 6.148
H 5.315 -0.305 -0.589
H -1.897 -3.447 1.626
H -2.303 -0.673 3.053
H -2.828 -0.879 5.444
H 3.167 -2.789 2.676
H -1.159 6.290 -4.159
H -0.870 -2.055 2.008
H 3.115 -1.072 -1.483
H 3.253 0.870 2.939
H -1.604 5.450 -7.120
H 1.894 -1.642 3.190
H -2.228 1.909 -4.446
H 2.148 3.395 -2.746
H -4.161 -4.179 5.744
H 4.862 1.797 0.961
H -2.605 3.934 -5.458
H -2.552 5.445 -3.483
H -2.712 6.346 -4.993
H -3.575 -4.089 3.348
H -0.704 3.930 -7.058
H 0.780 4.914 -4.086
H -2.158 -4.629 4.290
H -3.668 -1.740 2.625
H 1.723 -4.658 1.801
H -0.855 0.382 -3.104
H -0.047 5.377 -6.294
H 1.440 0.196 0.645
H 0.385 -3.581 3.645
H -0.435 -4.941 2.873
H 0.444 -4.206 0.645
H 1.033 -0.039 -1.975
*
```

The following is a DFT calculation (ωB97M-V with the def2-TZVPD basis set) of an isolated ion of composition C21H21O2 and charge +1 at a distorted geometry.

The calculation puts the HOMO-LUMO gap at 7.34 eV. As for the HOMO energy: -11.9 eV.

Structure (ORCA input):
```
! wB97M-V def2-TZVPD RIJCOSX def2/J DEFGRID3
* xyz 1 1
O 2.011 -0.646 2.749
O -2.609 -0.113 1.939
C -1.065 0.817 7.448
C -0.220 -0.353 2.342
C 2.380 6.100 5.438
C 0.703 -0.822 7.447
C -2.775 -1.475 1.457
C -0.396 1.530 6.437
C 3.193 5.312 4.627
C 3.409 -0.325 2.935
C 1.369 -0.091 6.457
C -0.210 2.333 3.199
C 1.406 5.481 6.213
C 2.959 3.936 4.502
C 1.875 3.329 5.162
C -1.396 0.392 2.299
C 0.818 1.080 5.925
C 0.946 0.134 2.940
C -1.336 1.765 2.695
C 1.208 4.091 6.133
C -0.534 -0.376 7.941
C 1.612 1.816 4.849
C 1.070 1.600 3.417
H 2.608 1.361 4.902
H -0.148 -1.310 1.810
H -1.070 -0.950 8.703
H 3.933 -1.145 2.434
H 3.694 0.634 2.481
H -0.818 2.478 6.082
H 4.015 5.753 4.086
H 2.529 7.178 5.498
H -0.210 3.411 3.380
H -1.999 1.222 7.852
H 0.811 6.048 6.922
H 3.637 3.307 3.923
H -2.161 -1.657 0.563
H 2.359 -0.419 6.119
H -3.833 -1.539 1.191
H -2.541 -2.199 2.236
H 0.537 3.627 6.865
H -2.236 2.362 2.553
H 1.143 -1.743 7.834
H 3.635 -0.348 4.010
H 1.775 2.055 2.689
*
```